The following is a DFT calculation (ωB97M-V/def2-TZVPD) of 2 unconnected molecules or ions with the total composition CH4N3 at a distorted geometry.

CARTESIAN COORDINATES (ANGSTROEM)
C1 -0.0858 -0.3417 -0.2278
N1 1.0645 -0.7263 0.2886
N2 -0.1754 -1.3155 0.7273
N3 -0.7091 0.5004 -0.9848
H1 2.2872 1.4818 0.7418
H2 -0.4894 -1.2544 1.7396
H3 -0.1886 1.3009 -1.3004
H4 -1.7034 0.3548 -0.9844

Results
Kohn-Sham gap (spin up / spin down): 7.5 / 11.6 eV
charge: +1
E_LUMO (spin up / spin down): -7.55 / -4.71 eV
electronic energy: -204.261279 hartree


The following is a DFT calculation (ωB97M-V/def2-TZVPD) of 8 unconnected molecules or ions with the total composition C5H26N2O8 at a distorted geometry.

CARTESIAN COORDINATES (ANGSTROEM)
C1 0.7756 -0.8451 2.3831
C2 0.7386 -1.7560 1.2202
N1 0.5791 -1.3237 -0.1927
C3 0.5967 -2.3051 -1.3076
C4 1.1895 -0.0642 -0.5579
C5 0.7521 0.7081 -1.8030
N2 0.3150 2.0217 -1.5447
O1 0.8694 0.4614 -2.9675
H1 0.8186 -1.3626 3.3037
H2 -0.1745 -0.1814 2.4809
H3 1.6462 -0.1850 2.4452
H4 1.6768 -2.3764 1.1513
H5 -0.0449 -2.4245 1.3922
H6 1.4457 -2.7037 -1.6392
H7 -0.0497 -3.1202 -0.9535
H8 0.3334 -1.8576 -2.3266
H9 2.2415 -0.3284 -0.5864
H10 1.1241 0.6706 0.2437
H11 0.2951 2.6390 -2.2647
H12 0.3194 2.6191 -0.7252
H13 -3.7170 -0.6443 -0.3522
H14 -3.3881 -1.9711 0.3159
O2 -3.5893 -1.0329 0.5427
H15 0.1077 2.1442 2.2673
H16 0.2510 2.6194 3.7224
O3 0.8371 2.5141 2.8745
H17 -1.2012 1.0897 0.0167
H18 -2.1741 0.5779 1.0028
O4 -1.6458 1.3113 0.7861
H19 -2.7377 2.9961 0.5648
H20 -1.3715 3.8612 0.0926
O5 -2.1815 3.8768 0.5595
H21 -1.6736 -3.0290 -0.4053
H22 -2.6841 -4.0541 -0.9985
O6 -2.6199 -3.1305 -0.6601
H23 1.3206 4.9346 0.7968
H24 1.6908 3.5579 1.5261
O7 1.4831 3.9772 0.6522
H25 3.1938 -2.1367 -3.5689
H26 1.8624 -2.7792 -3.8181
O8 2.7896 -2.9686 -3.6685

Results
multiplicity: 2
Kohn-Sham gap (spin up / spin down): 10.1 / 5.7 eV
charge: +1
E_LUMO (spin up / spin down): -3.13 / -7.52 eV
electronic energy: -917.156781 hartree


The following is a DFT calculation (ωB97M-V/def2-TZVPD) of a single C17H16N4O3S molecule.

CARTESIAN COORDINATES (ANGSTROEM)
C1 4.6965 -3.7880 1.5681
C2 4.3288 -2.9536 0.3497
O1 3.5160 -1.8350 0.7062
C3 2.2042 -2.0669 0.8550
O2 1.6902 -3.1457 0.6798
C4 1.4514 -0.8472 1.2259
C5 0.0710 -0.9519 1.3871
C6 -0.6865 0.1616 1.6702
C7 -0.0745 1.4117 1.7766
N1 -0.8284 2.5681 1.9650
C8 -2.0768 2.8419 1.4904
S1 -2.9948 4.0042 2.2203
N2 -2.5568 2.1668 0.4162
C9 -1.8243 1.4566 -0.5498
C10 -0.5876 1.9320 -0.9863
C11 0.1869 1.2134 -1.8820
C12 -0.3141 0.0149 -2.3468
N3 0.1898 -0.9250 -3.2162
C13 -0.7067 -1.9621 -3.3827
O3 -0.5744 -2.9367 -4.0765
N4 -1.7964 -1.6364 -2.5959
C14 -1.5845 -0.4435 -1.9473
C15 -2.3548 0.2677 -1.0525
C16 1.3151 1.5043 1.6945
C17 2.0709 0.3860 1.4148
H1 5.3644 -4.5912 1.2705
H2 3.7994 -4.2195 2.0050
H3 5.1916 -3.1699 2.3133
H4 5.2173 -2.5204 -0.1147
H5 3.7871 -3.5674 -0.3777
H6 -0.3878 -1.9231 1.2836
H7 -1.7517 0.0743 1.8151
H8 -0.4507 3.2794 2.5764
H9 -3.5469 2.2917 0.2549
H10 -0.2305 2.8808 -0.6190
H11 1.1465 1.5843 -2.2032
H12 1.0869 -0.8954 -3.6687
H13 -2.6027 -2.2300 -2.5040
H14 -3.3221 -0.0852 -0.7317
H15 1.7912 2.4651 1.8251
H16 3.1429 0.4613 1.3249

Results
structure (SMILES): CCOC(=O)c1ccc(NC(=S)Nc2ccc3[nH]c(=O)[nH]c3c2)cc1
Kohn-Sham gap: 8.0 eV
charge: 0
E_LUMO: 0.06 eV
electronic energy: -1500.440909 hartree


The following is a DFT calculation (ωB97M-V/def2-TZVPD) of a molecular structure, C7H9F3InN2O3S at a distorted geometry.

CARTESIAN COORDINATES (ANGSTROEM)
O1 3.6954 -0.9894 2.0825
C1 3.5373 -0.3021 0.9246
F1 4.4939 -0.7017 -0.1732
N1 2.4994 0.8071 0.7282
C2 1.8318 1.0223 2.0682
O2 2.0615 2.2063 2.7014
F2 0.9870 0.0518 2.8036
In1 1.1717 0.0479 -0.7632
F3 0.7953 -2.0217 -0.4233
C3 -0.6940 1.2814 -1.1120
C4 -1.6829 1.4386 0.1860
C5 -2.1051 0.0328 0.9154
C6 -2.3882 -1.2225 -0.1004
O3 -2.2593 -2.4638 0.7335
N2 2.2849 0.1126 -2.6374
C7 1.5071 -0.3978 -3.6578
S1 0.6910 -1.3625 -4.8123
H1 -0.3741 2.3661 -1.4385
H2 -1.3632 0.8262 -1.9864
H3 -2.6473 2.0999 -0.0353
H4 -1.0698 2.0662 0.9958
H5 -3.1388 0.2467 1.4729
H6 -1.3369 -0.2220 1.7665
H7 -1.6138 -1.3486 -0.9681
H8 -3.5144 -1.2297 -0.4915
H9 -1.3690 -2.3442 1.2209

Results
Kohn-Sham gap: 8.4 eV
charge: -1
E_LUMO: 2.23 eV
electronic energy: -1495.183637 hartree


The following is a DFT calculation (ωB97M-V/def2-TZVPD) of 5 unconnected molecules or ions with the total composition C25H37N6OP at a distorted geometry.

CARTESIAN COORDINATES (ANGSTROEM)
C1 -4.2582 -2.4430 -0.7138
P1 -2.6591 -1.7491 0.0268
O1 -2.9397 -0.0264 0.1080
C2 -1.1990 -1.8988 -1.1886
C3 -1.4091 -2.8490 -2.4225
C4 -0.2840 -3.0166 -3.5058
C5 1.0181 -2.2075 -3.3001
C6 1.2680 -1.2526 -2.0608
N1 2.5423 -0.5869 -2.0103
C7 2.6165 0.2713 -0.8755
C8 1.4918 0.4312 0.1847
N2 0.2454 -0.2576 0.1704
C9 0.1551 -1.0924 -0.9977
H1 -4.5985 -3.4436 -0.2731
H2 -4.1669 -2.4893 -1.8653
H3 -5.0802 -1.6522 -0.5101
H4 -3.1342 0.2195 -0.8354
H5 -2.3871 -3.4396 -2.5804
H6 -0.4836 -3.7009 -4.3964
H7 1.8198 -2.3155 -4.1160
H8 3.5803 0.8871 -0.7449
H9 1.6802 1.1639 1.0514
C10 3.3083 5.1930 -2.4918
C11 4.5117 4.8198 -3.3511
C12 4.8950 3.3433 -3.2286
C13 5.2552 3.0245 -1.8049
N3 5.5372 2.7723 -0.6830
H10 3.5130 5.0482 -1.4278
H11 3.0535 6.2466 -2.6332
H12 2.4336 4.5914 -2.7604
H13 5.3607 5.4485 -3.0644
H14 4.2848 5.0439 -4.3974
H15 5.7512 3.1225 -3.8710
H16 4.0641 2.7033 -3.5392
C14 -1.9058 -4.5718 3.3194
C15 -2.8813 -4.6965 4.4847
C16 -4.2411 -5.2604 4.0652
C17 -4.8800 -4.3530 3.0522
N4 -5.3802 -3.6370 2.2538
H17 -2.2709 -3.8746 2.5601
H18 -0.9424 -4.1938 3.6700
H19 -1.7376 -5.5429 2.8433
H20 -3.0139 -3.7106 4.9430
H21 -2.4438 -5.3487 5.2456
H22 -4.8985 -5.3432 4.9347
H23 -4.1262 -6.2574 3.6312
C18 0.4925 -1.4349 7.1098
C19 -0.9403 -1.8172 7.4656
C20 -1.0401 -3.1837 8.1478
C21 -0.5148 -4.2521 7.2309
N5 -0.1009 -5.0936 6.5089
H24 0.9299 -2.1338 6.3921
H25 0.5183 -0.4427 6.6527
H26 1.1263 -1.4154 8.0018
H27 -1.5454 -1.8133 6.5530
H28 -1.3569 -1.0553 8.1310
H29 -2.0817 -3.4057 8.3943
H30 -0.4627 -3.1930 9.0763
C22 0.1450 4.8032 -6.9716
C23 0.3386 4.8916 -5.4614
C24 0.7320 6.2943 -4.9925
C25 2.0357 6.6982 -5.6301
N6 3.0589 7.0159 -6.1332
H31 1.0700 5.0246 -7.5103
H32 -0.1624 3.7940 -7.2566
H33 -0.6262 5.5022 -7.3096
H34 1.1058 4.1709 -5.1596
H35 -0.5914 4.5977 -4.9660
H36 0.8451 6.3083 -3.9055
H37 -0.0397 7.0203 -5.2627

Results
structure (SMILES): CP(O)c1cccc2nccnc12.CCCC#N.CCCC#N.CCCC#N.CCCC#N
Kohn-Sham gap: 7.0 eV
charge: 0
E_LUMO: -0.89 eV
electronic energy: -1719.709543 hartree